Record 1
Molecular formula: C3H2CsO3
Method: DFT, wB97M-V/def2-TZVPD

Atoms and positions in Å:
H 4.231 -0.860 1.939
C 3.548 -1.133 1.131
C 3.868 -1.368 -0.141
O 2.780 -1.016 -0.921
C 1.818 -0.600 -0.102
O 2.273 -0.601 1.150
O 0.722 -0.230 -0.450
Cs -3.016 1.033 -0.467
H 4.690 -1.882 -0.626

HOMO energy	-12.318	eV
HOMO-LUMO gap	8.6360	eV
total charge	+1



Record 2
Molecular formula: C5H8O
Method: DFT, wB97M-V/def2-TZVPD

Atoms and positions in Å:
O -0.708 1.412 -0.704
C -0.595 0.473 0.347
C -1.366 -0.775 -0.137
C -0.691 -1.646 -1.139
C 1.866 0.457 -0.096
C 0.843 0.181 0.706
H -0.225 2.205 -0.433
H -1.114 0.849 1.245
H -2.341 -0.425 -0.492
H -1.537 -1.430 0.741
H 0.238 -2.005 -0.649
H 1.703 0.904 -1.074
H 2.890 0.228 0.183
H 1.009 -0.288 1.676

HOMO energy (spin up / spin down)	-8.714 / -8.703	eV
HOMO-LUMO gap (spin up / spin down)	8.4440 / 8.4487	eV



Record 3
Molecular formula: C3H2O3
Method: DFT, wB97M-V/def2-TZVPD

Atoms and positions in Å:
C 1.591 1.263 0.597
C -0.978 -1.035 -0.473
C -0.579 0.395 -0.488
O 1.200 2.179 1.208
O 1.887 0.288 0.032
O -1.157 -0.025 0.571
H -1.786 -1.326 -1.194
H -0.179 -1.741 -0.252

HOMO energy	-9.890	eV
HOMO-LUMO gap	10.5873	eV



Record 4
Molecular formula: C24H65BN3O25P5S
Method: DFT, wB97M-V/def2-TZVPD

Atoms and positions in Å:
C -0.065 1.907 -4.062
C -0.182 0.578 -3.111
C 1.127 0.271 -2.174
C 2.082 -0.957 -2.688
C 2.184 -0.818 -4.352
C 1.640 -2.453 -2.191
C 0.090 -2.786 -1.793
C -0.643 -3.896 -2.804
N -1.586 -4.720 -2.202
O 1.999 -3.270 -3.398
S 3.587 -3.901 -3.424
O 4.593 -3.425 -4.505
O 3.763 -5.462 -3.520
O 4.091 -3.114 -1.986
C 2.861 -2.916 -1.149
N 3.140 -2.001 0.049
B 2.753 -4.386 -0.413
N 4.006 -4.875 0.338
O 1.578 -5.287 -0.424
H 0.543 2.788 -3.588
H -1.158 2.339 -4.265
H 0.330 1.570 -5.129
H -1.089 0.778 -2.361
H -0.496 -0.412 -3.696
H 0.817 0.030 -1.059
H 1.781 1.255 -2.154
H 3.183 -0.693 -2.309
H 1.249 -1.258 -4.904
H 2.207 0.359 -4.546
H 3.215 -1.221 -4.736
H 0.017 -3.182 -0.669
H -0.641 -1.847 -1.819
H -0.447 -3.971 -3.955
H -1.654 -4.488 -1.173
H 2.823 -2.579 0.885
H 2.502 -1.176 0.060
H 4.692 -5.136 -0.426
H 3.812 -5.762 0.853
H 1.662 -5.814 0.447
C 2.882 4.229 1.245
O 3.806 4.618 0.245
P 4.813 3.540 -0.660
O 3.976 2.337 -0.214
O 6.067 3.829 0.367
C 5.939 3.630 1.759
O 5.819 2.463 -1.564
C 6.378 1.321 -0.935
H 1.892 4.596 0.959
H 2.816 3.158 1.435
H 3.163 4.719 2.180
H 5.237 2.826 1.995
H 5.623 4.562 2.231
H 6.919 3.360 2.162
H 5.625 0.717 -0.424
H 7.159 1.619 -0.231
H 6.833 0.698 -1.710
C 5.141 0.502 7.112
O 3.943 1.004 6.549
P 3.779 2.523 5.737
O 5.300 2.654 5.612
O 3.215 3.216 7.120
C 3.954 3.165 8.322
O 3.614 4.041 4.925
C 4.335 5.172 5.388
H 5.357 -0.466 6.652
H 6.016 1.143 7.005
H 4.974 0.336 8.178
H 5.031 3.149 8.141
H 3.651 2.288 8.897
H 3.717 4.056 8.912
H 5.403 4.970 5.495
H 3.924 5.523 6.338
H 4.221 5.970 4.649
C -4.037 7.785 -5.033
O -3.128 6.723 -5.256
P -3.228 5.152 -4.539
O -4.676 5.410 -4.107
O -2.152 5.600 -3.376
C -2.377 6.732 -2.563
O -3.329 3.581 -3.822
C -3.774 3.442 -2.483
H -4.451 8.092 -5.998
H -4.862 7.563 -4.355
H -3.483 8.630 -4.622
H -3.442 6.911 -2.395
H -1.911 7.606 -3.022
H -1.899 6.563 -1.593
H -4.726 3.946 -2.306
H -3.018 3.818 -1.790
H -3.921 2.377 -2.285
C -7.910 2.891 -1.951
O -7.894 3.734 -0.814
P -7.432 3.252 0.782
O -6.793 1.969 0.241
O -9.013 3.026 1.186
C -9.849 2.172 0.435
O -6.970 2.770 2.378
C -7.308 1.477 2.852
H -7.264 3.333 -2.715
H -7.594 1.862 -1.779
H -8.928 2.868 -2.346
H -9.294 1.342 -0.010
H -10.356 2.750 -0.340
H -10.610 1.757 1.102
H -6.995 0.687 2.166
H -8.383 1.408 3.036
H -6.787 1.318 3.800
C -1.765 -7.448 -0.575
O -2.679 -8.112 0.278
P -2.260 -8.957 1.729
O -0.875 -8.302 1.745
O -2.254 -10.386 0.911
C -1.454 -10.572 -0.238
O -1.842 -9.802 3.179
C -0.635 -10.544 3.242
H -2.070 -6.401 -0.658
H -0.720 -7.484 -0.265
H -1.835 -7.898 -1.568
H -0.535 -9.983 -0.197
H -2.032 -10.315 -1.128
H -1.182 -11.630 -0.303
H 0.233 -9.953 2.943
H -0.708 -11.442 2.623
H -0.483 -10.854 4.279

HOMO energy	-9.649	eV
HOMO-LUMO gap	6.1387	eV
SMILES	[H]/N=C\C[C@]1([C@@H](C)CCC)OS(=O)(=O)O[C@]1(N)B(N)O.COP(=O)(OC)OC.COP(=O)(OC)OC.COP(=O)(OC)OC.COP(=O)(OC)OC.COP(=O)(OC)OC



Record 5
Molecular formula: C19H16ClN3O3
Method: DFT, wB97M-V/def2-TZVPD

Atoms and positions in Å:
C 2.438 -0.589 4.714
N 1.876 -0.636 3.312
C 2.034 0.094 2.176
C 1.311 -0.359 1.283
C 0.845 -1.464 1.872
N 1.032 -1.674 3.248
C -0.344 -2.390 1.461
C -0.118 -2.846 -0.169
C -1.028 -3.748 -0.712
C -2.061 -4.195 0.069
C -2.320 -4.108 1.379
C -1.270 -3.236 1.980
H -1.169 -2.746 3.077
H -3.047 -4.441 1.989
H -2.676 -4.980 -0.432
H -1.066 -3.885 -1.602
H 0.640 -2.201 -0.624
C 1.139 0.219 0.072
O 2.076 0.604 -0.813
N -0.219 0.234 -0.440
H -0.782 -0.213 0.020
C -0.526 0.593 -1.743
C -0.807 2.096 -1.975
C -0.039 3.083 -1.228
C -0.113 4.253 -1.648
C -1.328 4.896 -2.217
C -2.001 4.032 -2.676
C -1.894 2.485 -2.785
H -2.495 1.840 -3.013
H -3.023 4.301 -3.281
H -1.580 5.828 -2.308
H 0.562 5.121 -0.993
H 0.951 2.786 -0.833
C 0.958 0.337 -2.643
O 1.240 -0.844 -2.789
O 1.236 1.223 -3.474
H 2.311 0.961 -3.959
H -1.419 0.167 -2.111
Cl 3.116 1.336 2.401
H 1.980 -1.590 5.381
H 2.194 0.467 5.234
H 3.385 -0.813 4.800

HOMO energy	-8.598	eV
HOMO-LUMO gap	8.7195	eV



Record 6
Molecular formula: C4H3NS
Method: DFT, wB97M-V/def2-TZVPD

Atoms and positions in Å:
C -0.687 -0.571 0.227
C 0.549 -0.447 -0.549
C 1.552 0.488 -0.374
C 1.637 1.741 0.516
H -0.790 -0.070 1.268
H 0.775 -1.181 -1.343
H 2.622 0.423 -0.803
N 1.368 2.612 1.167
S -1.906 -1.545 -0.388

HOMO energy	-9.407	eV
HOMO-LUMO gap	7.5952	eV
SMILES	N#C/C=C\C=S



Record 7
Molecular formula: C2H5Cl2N2
Method: DFT, wB97M-V/def2-TZVPD

Atoms and positions in Å:
C -0.015 -0.270 -0.712
C -0.232 0.712 1.536
N 1.001 -1.040 -0.506
N -0.998 0.083 -1.469
Cl -0.067 2.368 1.213
Cl 1.040 -0.079 2.384
H -1.174 0.172 1.868
H 1.418 -1.119 0.439
H 1.761 -1.232 -1.157
H -1.597 0.861 -1.291
H -1.137 -0.454 -2.304

HOMO energy (spin up / spin down)	-11.793 / -15.514	eV
HOMO-LUMO gap (spin up / spin down)	7.8711 / 8.8799	eV
total charge	+1
multiplicity	3



Record 8
Molecular formula: C8H10IN3
Method: DFT, wB97M-V/def2-TZVPD

Atoms and positions in Å:
C 0.318 0.809 -3.440
C 0.882 1.819 -2.737
C -0.158 0.264 -1.457
C -0.442 -0.455 -0.247
C 0.045 -0.044 0.934
C 1.121 1.102 0.706
C -1.206 -1.703 -0.467
C 0.012 -0.697 2.266
N -0.241 -0.148 -2.737
N 0.588 1.458 -1.454
N 0.926 2.157 -0.332
I -0.535 3.613 0.217
H 0.191 0.745 -4.486
H 1.574 2.548 -2.939
H 1.404 1.578 1.627
H 1.989 0.598 0.228
H -2.242 -1.617 -0.257
H -0.723 -2.361 0.219
H -0.975 -1.872 -1.509
H -0.819 -0.200 2.786
H 1.018 -0.708 2.782
H -0.266 -1.769 2.285

HOMO energy	-8.099	eV
HOMO-LUMO gap	7.5366	eV
SMILES	CC1=C(C)c2nccn2N(I)C1



What are the max |F| values for these records? In order: 1.76 0.60 1.50 9.64 20.00 6.98 2.99 3.53 eV Å⁻¹.
What are the total energy values for these records? In order: -361.165692 -270.368586 -341.130371 -5127.696126 -1583.228473 -607.071407 -1108.676315 -772.706665 hartree.